DFT (ωB97M-V/def2-TZVPD) results for a molecular structure, C38H40AsN2O8OsP2S2 at a distorted geometry.

Multiplicity: 5
Relative energy (zero: lowest compared OMol25 entry of this formula, charge and spin) in kcal/mol: 0.0
E_LUMO (alpha / beta) in hartree: -0.388 / -0.473
Net charge: +3
Gap between HOMO and LUMO (alpha / beta) in eV: 4.98 / 2.50
⟨S²⟩: 6.104

Last column: Löwdin spin population.
Geometry (Å):
P1 3.059 -3.339 -1.157  0.0119
H1 -9.314 1.774 -0.137  0.0001
C1 -2.018 1.271 -6.862  0.0623
C2 1.409 3.472 4.322  0.0004
H2 -3.908 -0.321 0.200  0.0051
N1 -1.289 2.409 -2.773  0.1780
C3 -1.354 1.821 -7.935  0.1155
H3 1.160 -5.113 -3.033  0.0001
H4 -2.908 0.646 -6.977  0.0019
C4 1.155 3.653 1.931  0.0001
C5 0.881 4.157 3.209  0.0001
H5 -0.133 -0.299 3.234  -0.0004
H6 0.666 3.868 -6.075  0.0016
C6 -0.951 1.363 -1.932  0.1081
H7 0.024 -3.877 -2.152  0.0044
H8 -1.519 -1.228 5.134  0.0000
C7 1.693 -1.186 3.923  0.0068
H9 6.705 -1.277 0.093  0.0001
O1 2.113 -4.445 1.734  0.0035
S1 -1.400 -0.629 -0.160  -0.0261
P2 0.960 -4.136 0.666  0.0049
H10 -5.763 1.155 2.100  0.0002
C8 -4.066 0.754 0.106  0.0168
H11 2.942 -3.994 1.412  0.0001
H12 -1.600 1.604 -8.946  0.0048
O2 -0.114 -5.134 1.124  0.0006
C9 1.606 -2.300 6.044  0.0005
C10 -1.864 0.766 -1.023  0.0785
C11 5.042 -0.989 1.302  0.0015
C12 2.229 1.686 2.906  0.0063
N2 -3.162 1.190 -1.006  0.2296
C13 6.679 -0.426 3.440  0.0009
C14 1.961 2.215 4.177  0.0013
H13 2.048 2.017 0.784  -0.0006
H14 0.161 3.308 -8.385  -0.0013
C15 -2.540 3.162 -2.452  0.0162
H15 -8.209 0.968 -2.172  0.0000
C16 -6.224 1.262 1.158  0.0013
H16 -8.088 1.985 1.997  0.0000
H17 1.379 3.876 5.303  0.0001
S2 0.708 0.822 -1.863  0.0866
C17 -1.656 1.431 -5.536  0.0148
C18 -7.563 1.578 1.120  -0.0001
H18 4.880 -0.059 4.578  0.0001
C19 -6.267 0.698 -1.179  0.0008
O3 1.935 -0.514 0.813  0.3282
H19 -4.148 1.851 -2.723  0.0092
C20 4.504 -0.664 2.530  0.0079
O4 0.388 -2.734 0.655  0.0457
C21 0.703 -4.772 -2.073  0.0035
H20 -0.491 4.083 -3.854  0.0048
H21 2.099 -2.724 6.908  0.0001
As1 2.632 -0.231 2.474  0.0332
C22 -0.407 2.946 -3.824  0.0389
H22 -2.120 0.885 -4.691  -0.0008
C23 -0.711 2.424 -5.233  0.1053
H23 0.349 5.092 3.339  0.0000
H24 -4.328 2.920 -1.294  0.0044
C24 -3.619 2.258 -1.865  0.0228
C25 -7.630 1.032 -1.243  0.0002
O5 3.846 -3.733 -2.479  0.0028
Os1 0.722 -0.961 -0.635  2.1973
C26 7.246 -0.707 2.186  -0.0002
H25 -2.882 3.673 -3.349  0.0007
H26 0.901 4.182 1.027  0.0000
C27 -0.408 2.815 -7.616  0.0054
H27 0.673 2.714 -3.690  0.0162
O6 3.891 -3.405 0.074  0.0102
H28 0.054 -5.641 -1.945  0.0003
H29 -2.249 3.920 -1.687  0.0067
H30 -3.702 1.214 1.059  0.0097
C28 6.409 -1.007 1.104  0.0002
H31 -0.293 -2.568 6.918  0.0001
C29 2.322 -1.831 4.975  0.0019
C30 0.358 -0.905 4.008  0.0009
C31 -5.556 0.962 -0.037  0.0008
C32 -8.280 1.499 -0.098  0.0014
C33 -0.059 3.062 -6.306  0.0709
H32 -5.753 0.270 -2.041  0.0002
H33 7.380 -0.247 4.274  0.0001
C34 1.733 -4.669 -0.949  0.0026
H34 3.688 -3.042 -3.176  0.0000
H35 4.400 -1.182 0.426  0.0011
C35 1.823 2.410 1.802  0.0001
C36 -0.402 -1.419 5.067  0.0001
H36 3.399 -1.993 4.984  0.0001
O7 2.375 -1.984 -1.373  0.1247
O8 2.278 -5.990 -0.843  0.0024
H37 0.238 -5.988 1.461  0.0000
H38 8.342 -0.624 2.164  0.0000
C37 0.246 -2.146 6.065  0.0008
H39 3.058 -5.999 -0.245  0.0001
H40 2.166 1.629 5.073  0.0000
C38 5.328 -0.320 3.641  0.0015


DFT (ωB97M-V/def2-TZVPD) results for a molecular structure, C38H40BBrF4N8OPV.

Multiplicity: 3
Relative energy (zero: lowest compared OMol25 entry of this formula, charge and spin) in kcal/mol: 0.6
E_LUMO (alpha / beta) in hartree: -0.262 / -0.227
Net charge: +2
Gap between HOMO and LUMO (alpha / beta) in eV: 6.64 / 7.59
⟨S²⟩: 2.024

Last column: Löwdin spin population.
Geometry (Å):
C1 2.948 -0.584 3.368  0.0003
H1 -1.017 -1.298 -5.317  0.0006
C2 2.524 0.499 4.126  -0.0027
H2 1.790 1.589 -5.718  0.0000
C3 0.411 0.473 2.978  -0.0024
C4 0.994 3.263 -3.841  0.0004
C5 1.592 -5.639 1.103  0.0001
F1 1.928 -5.573 -1.209  0.0000
C6 -1.679 2.939 0.529  0.0128
C7 -2.937 -2.000 -1.305  0.0024
N1 1.153 3.630 0.462  0.0001
H3 -4.470 0.579 2.532  0.0001
C8 0.854 3.630 -2.526  0.0063
H4 0.918 1.872 4.507  0.0001
H5 -3.177 0.551 -2.747  0.0001
C9 1.129 -5.027 2.254  -0.0002
C10 -2.505 -2.708 2.054  -0.0026
F2 2.143 -6.832 1.155  0.0000
C11 1.628 4.680 2.278  0.0000
H6 -2.207 0.641 1.622  0.0000
H7 -1.382 3.713 1.218  0.0007
H8 3.177 0.922 4.878  -0.0001
C12 0.895 -3.730 -0.167  0.0007
C13 3.051 -0.320 -0.702  0.0036
C14 0.863 1.872 -3.854  0.0022
N2 1.774 0.107 -0.703  -0.0146
C15 3.810 0.527 0.103  0.0008
H9 -4.281 0.286 -1.381  0.0005
N3 -1.379 1.160 -0.749  -0.0087
H10 3.933 -1.004 3.524  0.0001
H11 0.202 0.867 -5.659  0.0002
F3 1.244 -5.634 3.418  -0.0001
N4 0.844 3.735 1.790  0.0000
C16 0.407 -3.087 0.969  -0.0045
H12 1.572 0.085 -4.847  0.0001
H13 1.196 3.899 -4.685  -0.0002
H14 0.630 5.691 3.877  0.0000
H15 0.888 4.602 -2.068  0.0004
C17 -2.637 1.584 -0.933  0.0083
H16 -1.239 0.040 -4.184  0.0001
C18 -1.912 -1.495 1.712  -0.0048
H17 -2.934 -1.724 -3.793  -0.0001
V1 -0.112 -0.334 -1.472  1.9991
H18 -2.988 -1.439 -0.378  0.0000
C19 -3.797 -2.738 2.561  0.0000
C20 1.259 1.028 3.922  0.0002
H19 2.462 -1.975 1.826  0.0000
H20 3.121 2.344 1.191  0.0004
O1 -1.839 -1.405 -2.075  0.0072
H21 4.863 0.442 0.309  -0.0001
C21 -3.640 1.012 -1.877  0.0010
H22 -4.242 -3.686 2.831  0.0000
C22 -1.905 -1.855 -3.456  0.0010
C23 -2.638 -0.312 1.885  -0.0019
H23 3.223 5.965 1.367  0.0000
C24 2.170 4.482 0.147  0.0001
N5 1.721 1.239 0.064  0.0074
H24 0.078 -1.146 -3.963  0.0034
C25 -3.925 -0.346 2.394  0.0002
H25 -1.854 -3.684 -0.484  0.0000
H26 -2.734 -4.060 -1.980  0.0000
H27 1.506 4.246 4.372  0.0000
H28 2.619 4.510 -0.831  0.0001
C26 1.535 5.108 3.707  0.0000
H29 -1.655 -2.914 -3.500  0.0002
H30 3.182 -1.531 -2.479  0.0002
N6 -0.779 2.007 0.145  0.0056
F4 0.147 -3.219 3.314  -0.0001
H31 -3.607 -3.825 -0.475  -0.0001
C27 3.612 -1.462 -1.482  0.0007
H32 4.683 -1.304 -1.594  0.0001
C28 -0.968 -1.015 -4.267  0.0069
C29 0.832 -0.611 2.214  -0.0019
N7 0.659 2.526 -1.791  0.0018
P1 -0.259 -1.381 0.971  -0.0283
C30 -2.865 2.694 -0.110  0.0028
H33 -5.515 -1.588 3.128  -0.0001
C31 -2.755 -3.477 -1.059  -0.0001
H34 3.479 -2.420 -0.976  0.0003
C32 1.105 1.040 -5.076  0.0005
C33 2.944 1.490 0.557  0.0078
H35 -4.283 1.819 -2.224  0.0002
C34 -4.510 -1.560 2.730  -0.0023
H36 -0.574 0.897 2.852  -0.0001
C35 2.484 5.188 1.270  0.0000
C36 1.477 -4.981 -0.111  0.0000
Br1 0.796 -2.983 -1.905  0.0026
N8 0.607 1.428 -2.607  -0.0139
B1 0.690 2.381 -0.236  0.0020
H37 -3.844 -1.813 -1.879  0.0004
H38 -1.977 -3.643 1.928  -0.0001
H39 2.388 5.726 3.979  0.0000
H40 -3.783 3.253 -0.028  0.0000
C37 2.112 -1.131 2.409  -0.0019
C38 0.552 -3.769 2.175  -0.0010


Q: The lowest ⟨S²⟩ belongs to which entry?
A: C38H40BBrF4N8OPV